A structure of composition C33H82CuNO21P5 at a distorted geometry, computed with ωB97M-V/def2-TZVPD.

Values from the calculation:
energy relative to the best compared isomer or geometry (same formula, charge and spin)	106.2	kJ/mol
electronic energy	-6289.0209	a.u.
HOMO level	-8.98	eV
frontier orbital gap	7.80	eV

Structure (ORCA input):
```
! RIJCOSX wB97M-V def2-TZVPD def2/J DEFGRID3
* xyz 1 1
Cu -0.166 -0.251 0.254
C -1.143 -2.957 -0.777
O -0.663 -2.577 0.279
N -2.113 -3.879 -0.957
C -2.810 -3.872 -2.227
C -2.673 -4.676 0.137
H -0.819 -2.493 -1.718
H -2.298 -3.262 -2.977
H -3.779 -3.382 -2.120
H -2.794 -4.848 -2.716
H -2.123 -4.405 1.035
H -3.757 -4.616 0.162
H -2.398 -5.704 -0.118
C 0.927 3.834 -3.978
C -0.001 4.474 -2.946
O -0.457 3.423 -2.088
P 0.177 3.230 -0.634
O -0.244 1.995 0.044
O 1.761 3.339 -0.922
C 2.726 2.862 0.056
C 2.822 3.850 1.197
O -0.123 4.609 0.078
C -1.406 4.933 0.607
C -1.855 6.298 0.093
H 0.484 2.979 -4.492
H 1.057 4.551 -4.798
H 1.883 3.542 -3.557
H 0.609 5.257 -2.484
H -0.802 5.037 -3.426
H 2.419 1.847 0.319
H 3.631 2.789 -0.549
H 3.248 4.789 0.846
H 1.902 3.974 1.764
H 3.572 3.497 1.915
H -2.149 4.154 0.432
H -1.315 5.067 1.688
H -2.020 6.266 -0.984
H -2.757 6.588 0.630
H -1.059 7.008 0.312
C 2.412 -0.384 -6.152
C 1.066 -0.129 -5.463
O 1.224 0.269 -4.084
P 1.535 -0.838 -2.961
O 0.972 -0.524 -1.645
O 3.107 -1.066 -2.956
C 3.978 -0.023 -2.416
C 4.478 0.862 -3.530
O 0.983 -2.185 -3.607
C 1.510 -3.511 -3.418
C 0.843 -4.471 -4.364
H 2.978 0.547 -6.202
H 2.900 -1.255 -5.725
H 2.199 -0.495 -7.220
H 0.639 0.742 -5.961
H 0.389 -0.969 -5.596
H 3.458 0.539 -1.638
H 4.729 -0.601 -1.883
H 3.683 1.489 -3.944
H 5.223 1.598 -3.230
H 4.772 0.240 -4.375
H 2.589 -3.395 -3.543
H 1.327 -3.777 -2.371
H 0.915 -5.511 -4.048
H -0.228 -4.284 -4.470
H 1.267 -4.378 -5.365
C -4.802 -1.673 1.149
C -5.456 -0.810 0.065
O -4.821 -1.135 -1.195
P -3.641 -0.137 -1.626
O -2.438 -0.230 -0.787
O -4.324 1.282 -1.873
C -3.544 2.491 -1.662
C -4.338 3.677 -2.152
O -3.343 -0.660 -3.094
C -2.207 -0.223 -3.845
C -2.613 0.842 -4.864
H -3.730 -1.798 1.004
H -4.914 -1.199 2.128
H -5.279 -2.650 1.251
H -6.513 -1.012 -0.086
H -5.340 0.217 0.419
H -3.249 2.469 -0.613
H -2.663 2.381 -2.298
H -5.256 3.756 -1.561
H -3.872 4.641 -1.949
H -4.612 3.499 -3.189
H -1.426 0.159 -3.185
H -1.828 -1.082 -4.399
H -2.513 1.863 -4.496
H -1.910 0.836 -5.702
H -3.601 0.555 -5.220
C -0.415 2.715 3.770
C -1.260 1.865 4.712
O -0.820 0.517 4.718
P -1.593 -0.569 3.835
O -1.489 -0.441 2.373
O -0.939 -1.931 4.405
C -1.201 -3.137 3.707
C -1.275 -4.333 4.677
O -3.100 -0.656 4.363
C -3.458 -0.281 5.703
C -3.786 -1.532 6.476
H -1.000 3.589 3.483
H 0.571 2.931 4.181
H -0.216 2.165 2.845
H -1.166 2.263 5.725
H -2.312 1.980 4.434
H -2.188 -3.175 3.231
H -0.498 -3.367 2.908
H -0.284 -4.450 5.121
H -2.072 -4.270 5.410
H -1.376 -5.184 4.000
H -2.667 0.248 6.236
H -4.289 0.426 5.677
H -4.636 -2.025 6.001
H -2.946 -2.225 6.439
H -4.003 -1.317 7.522
C 6.190 0.612 0.701
C 5.553 -0.723 1.088
O 4.164 -0.800 0.777
P 3.068 -0.615 1.896
O 1.765 -0.170 1.357
O 3.061 -1.955 2.779
C 2.615 -3.214 2.289
C 3.741 -4.198 2.024
O 3.770 0.436 2.873
C 3.143 0.901 4.086
C 3.102 -0.138 5.198
H 7.093 0.740 1.294
H 6.487 0.627 -0.348
H 5.469 1.406 0.903
H 6.052 -1.470 0.466
H 5.848 -0.940 2.114
H 1.987 -3.584 3.108
H 1.895 -3.127 1.469
H 3.357 -5.178 1.742
H 4.404 -3.813 1.250
H 4.298 -4.370 2.946
H 3.701 1.789 4.384
H 2.156 1.289 3.822
H 4.129 -0.446 5.395
H 2.676 0.291 6.104
H 2.485 -0.980 4.897
*
```

Here are the Löwdin charges for atoms 1 to 4, given in e: number 1, Cu, carries 0.25; number 2, C, carries -0.33; number 3, O, carries 0.00; number 4, N, carries -0.16